ORCA calculation (the ωB97M-V functional and the def2-TZVPD basis) on a molecular structure, C32H37BrNO3SiV.

Calculated values
* gap between HOMO and LUMO (alpha / beta): 5.10 / 4.58 eV
* expectation value of S²: 0.7604
* 2S+1: 2
* largest force on an atom: 2.10 eV/A
* LUMO energy (alpha / beta): 2.607 / 2.607 eV
* E_tot: -5329.6977 a.u.
* total charge: -1
* energy above the lowest of the compared OMol25 structures with the same formula, charge and spin: 0.0 kJ/mol

Geometry as XYZ:
```
76
Properties=species:S:1:pos:R:3:forces:R:3:lowdin_charge:R:1
V 0.75850 0.02260 0.09320 1.026 0.757 -0.598 0.79
C 0.50680 1.84440 1.36450 0.287 0.504 0.647 -0.29
C 0.82890 0.72610 2.18620 -0.514 0.298 0.306 -0.29
C 2.12540 0.29310 1.84060 0.061 -0.243 0.309 -0.31
C 2.61690 1.12920 0.80040 0.462 0.275 -0.612 -0.29
C 1.61170 2.06730 0.49500 0.109 0.462 0.396 -0.30
C 1.70730 3.23020 -0.44540 -0.044 -0.225 0.071 -0.03
C 4.04590 1.14710 0.35320 -0.152 0.069 0.122 -0.05
C 2.93170 -0.76860 2.52510 -0.067 0.026 -0.260 -0.03
C -0.03350 0.09040 3.23970 0.114 0.048 -0.171 -0.02
C -0.59460 2.84100 1.57660 0.047 -0.227 -0.278 -0.04
H 1.99140 4.14480 0.08650 0.018 -0.002 -0.001 0.08
H 0.74440 3.41040 -0.92270 -0.015 0.031 -0.114 0.08
H 2.44680 3.04320 -1.22110 0.031 0.040 -0.127 0.06
H 4.68000 1.54280 1.15540 0.061 0.010 -0.011 0.08
H 4.18190 1.78500 -0.51640 0.055 0.013 -0.103 0.06
H 4.40780 0.14980 0.11210 0.061 -0.089 -0.088 0.07
H 3.81730 -0.33080 2.99390 0.052 -0.004 0.056 0.08
H 3.27280 -1.51920 1.80950 0.022 -0.137 0.072 0.07
H 2.35290 -1.26030 3.30570 -0.028 -0.097 0.002 0.07
H 0.44500 0.11530 4.22410 -0.009 -0.011 -0.018 0.08
H -0.23190 -0.95240 2.97370 -0.079 0.024 0.147 0.08
H -0.99320 0.59730 3.31370 -0.025 -0.033 0.045 0.05
H -0.17580 3.84740 1.67070 -0.017 0.005 0.022 0.08
H -1.13690 2.62060 2.49460 -0.036 0.037 -0.003 0.06
H -1.29750 2.84040 0.74480 -0.185 0.125 0.019 0.07
C 0.80400 -1.41140 -4.32780 -0.158 0.546 0.508 -0.17
Si 1.15380 0.04850 -3.10200 0.774 0.039 -0.745 0.49
C 2.93050 -0.32300 -2.52270 -0.681 0.077 -0.012 -0.17
C 1.33490 1.61920 -4.23750 -0.240 -0.561 0.436 -0.17
N -0.01340 0.24010 -1.82770 0.902 0.019 0.062 -0.12
C -1.33450 0.34070 -2.12690 -0.724 0.031 0.102 -0.28
C -1.79530 0.40470 -3.46450 0.023 0.007 0.167 -0.06
C -3.11930 0.39640 -3.83600 -0.103 0.050 -0.132 -0.12
C -4.11100 0.40310 -2.87300 -0.021 -0.003 -0.054 -0.12
C -3.71790 0.45190 -1.54820 -0.044 0.089 0.039 -0.04
C -2.38510 0.40600 -1.16480 -0.331 0.152 -0.398 -0.18
O -2.11000 0.55350 0.19370 0.173 0.003 -0.126 -0.01
C -2.99010 0.01000 1.07610 -0.439 -0.210 0.459 -0.27
C -3.54070 -1.26110 0.90230 0.405 0.062 -0.152 -0.03
C -4.38720 -1.79320 1.85150 -0.127 -0.027 0.057 -0.09
C -4.73190 -1.06990 2.98170 -0.029 0.021 0.178 -0.11
C -4.21510 0.20160 3.14940 -0.140 -0.074 0.036 -0.09
C -3.36840 0.74410 2.20250 0.328 0.098 -0.459 -0.02
H 1.60580 -1.50270 -5.05770 0.216 0.071 -0.012 0.02
H -0.12640 -1.31080 -4.87700 -0.159 0.012 -0.085 0.00
H 0.74620 -2.34390 -3.77490 0.049 -0.251 0.163 0.02
H 3.46730 -0.84380 -3.31130 0.049 -0.038 -0.347 0.02
H 2.93670 -0.96630 -1.65200 0.035 -0.032 0.148 0.00
H 3.47050 0.58730 -2.29380 0.098 0.218 0.099 0.01
H 2.31520 1.66520 -4.70490 0.239 -0.136 -0.015 0.01
H 1.19960 2.53940 -3.67790 -0.022 0.172 0.243 0.01
H 0.60220 1.63200 -5.03840 -0.188 -0.023 -0.184 0.00
H -1.05620 0.46330 -4.24110 0.107 -0.045 -0.149 0.05
H -3.36840 0.40380 -4.88940 -0.043 0.009 -0.058 0.09
H -5.15640 0.39730 -3.14020 -0.119 0.042 0.003 0.09
H -4.47610 0.53800 -0.78020 0.028 -0.040 0.019 0.12
H -3.28970 -1.81630 0.01200 0.038 -0.045 -0.085 0.12
H -4.79850 -2.78150 1.71100 -0.012 -0.141 -0.081 0.10
H -5.40090 -1.48570 3.72000 -0.060 -0.077 0.061 0.09
H -4.48730 0.78900 4.01500 -0.010 0.048 0.066 0.10
H -3.00180 1.74950 2.32160 0.106 0.097 -0.040 0.10
Br 2.88970 -4.62800 -0.43390 0.056 -0.489 -0.073 0.81
C 1.03740 -4.92390 -0.13410 0.197 0.796 0.121 -0.58
C 0.58350 -6.22950 -0.13650 -0.200 -0.348 -0.026 -0.14
C -0.75580 -6.49980 0.10890 0.046 0.386 -0.047 -0.08
C -1.62990 -5.44630 0.36730 -0.055 -0.537 -0.067 -0.08
C -1.16710 -4.15480 0.37030 0.535 0.473 -0.015 0.00
C 0.17740 -3.84760 0.11430 -0.471 -1.419 -0.149 -0.13
C 0.55550 -2.42700 0.07910 0.680 0.758 0.032 -0.58
O 1.71500 -2.04870 -0.21460 -0.414 0.132 0.072 -0.10
O -0.33060 -1.56940 0.36180 -1.378 -1.512 0.479 -0.08
H 1.27390 -7.03550 -0.34710 0.027 0.047 0.036 0.09
H -1.11690 -7.51760 0.08280 0.010 -0.083 0.024 0.10
H -2.67860 -5.63630 0.54390 -0.070 -0.062 0.062 0.10
H -1.81450 -3.31860 0.57590 -0.123 0.043 0.007 0.09
```
Forces are in eV/Å.



ORCA calculation (the ωB97M-V functional and the def2-TZVPD basis) on 6 unconnected molecules or ions with the total composition C16H48N4O6.

Calculated values
* gap between HOMO and LUMO: 9.48 eV
* largest force on an atom: 3.93 eV/A
* LUMO energy: 0.785 eV
* E_tot: -1308.7724 a.u.
* energy above the lowest of the compared OMol25 structures with the same formula, charge and spin: 101.0 kJ/mol
* SMILES: COC[C@H](C)N.COC[C@H](C)N.COC[C@H](C)N.COC[C@H](C)N.O.O

Geometry as XYZ:
```
74
Properties=species:S:1:pos:R:3:forces:R:3:lowdin_charge:R:1
C 5.16475 1.14960 -3.72481 0.535 -1.429 0.111 -0.13
O 3.97851 0.96105 -3.01095 0.586 -0.470 -0.355 -0.18
C 2.83219 1.31054 -3.77970 1.806 -0.664 0.118 -0.22
C 1.66533 0.83755 -2.98844 1.371 -0.734 -0.703 -0.48
C 1.54579 -0.67938 -3.19027 0.036 0.287 -1.326 -0.04
N 0.61376 1.60344 -3.49359 -3.025 2.145 1.288 0.06
H 6.03654 0.81509 -3.15768 -0.268 0.197 0.379 0.09
H 5.29761 2.14237 -4.03050 0.217 1.892 -0.189 0.06
H 5.23317 0.58441 -4.65160 -0.454 -0.480 -0.300 0.08
H 2.87273 2.38202 -3.93570 -0.421 0.286 -0.135 0.12
H 2.82032 0.77358 -4.75456 0.222 0.405 0.197 0.13
H 1.84471 1.13646 -1.97485 0.109 -0.246 0.812 0.12
H 1.12019 -0.88174 -4.21748 0.318 0.352 0.847 0.10
H 0.85513 -1.07805 -2.47874 -0.075 -0.623 0.510 0.01
H 2.53738 -1.17884 -3.19252 -0.664 0.263 0.483 0.09
H 0.09429 2.06951 -2.70768 0.626 -0.711 -1.336 0.07
H -0.02880 1.08705 -4.04101 -0.773 -0.476 -0.519 0.06
C 2.25704 0.50783 1.45262 -0.916 0.937 -1.358 -0.07
O 1.07705 1.07153 2.00980 -0.401 -1.234 -1.150 -0.22
C 1.20461 1.74426 3.19503 -0.594 2.080 0.855 -0.23
C -0.22023 2.20099 3.69550 1.246 -1.110 0.063 -0.41
C -0.99585 0.91417 3.95349 -0.024 -0.175 0.293 -0.08
N -1.02055 2.97619 2.78964 0.112 0.405 -0.621 0.06
H 1.97036 -0.15676 0.62360 -0.128 0.504 0.042 0.09
H 2.79349 -0.11432 2.10653 0.789 -0.605 1.421 0.07
H 2.87349 1.33614 1.08285 0.283 -0.313 -0.031 0.10
H 1.60989 1.14691 4.00171 0.396 -0.436 0.178 0.12
H 1.84803 2.64020 3.06737 -0.050 -0.211 0.054 0.13
H 0.00769 2.81990 4.57235 -0.358 -0.413 0.207 0.14
H -0.43773 0.16403 4.55915 -0.450 0.366 -0.587 0.09
H -1.35439 0.54132 2.98620 0.694 -0.340 0.017 0.05
H -1.94026 1.14051 4.40683 -0.429 0.232 0.835 0.06
H -0.75807 2.72049 1.84440 -0.322 0.151 -0.243 0.05
H -0.86177 3.96521 2.90116 0.106 0.173 -0.110 0.07
C -4.22333 0.59390 2.10297 0.561 0.117 1.983 -0.13
O -3.43829 -0.02166 1.12555 -0.288 0.372 -0.979 -0.20
C -3.46050 0.80282 -0.04091 0.834 -0.068 -0.125 -0.21
C -2.70992 0.11224 -1.16738 1.251 1.293 0.422 -0.42
C -3.34221 -1.17204 -1.56315 -0.791 -1.449 1.543 -0.06
N -1.30026 -0.10977 -0.73259 -0.039 0.105 -0.645 0.07
H -5.26138 0.79080 1.76780 0.454 -0.162 0.220 0.10
H -3.70439 1.52356 2.41227 -0.583 0.045 -0.230 0.08
H -4.18184 -0.02811 3.04503 -0.400 0.316 -1.129 0.10
H -4.46768 1.01316 -0.37399 -0.655 -0.259 -0.020 0.12
H -3.03398 1.81071 0.11856 0.227 -0.401 0.412 0.13
H -2.67316 0.90738 -1.94062 -0.171 -0.718 -0.117 0.14
H -4.42730 -1.03114 -1.56189 -0.011 -0.294 -0.189 0.08
H -3.10074 -1.97136 -0.74976 -0.418 1.266 -1.491 0.12
H -3.03855 -1.51789 -2.53376 0.269 -0.263 -0.416 0.07
H -1.37398 -0.61017 0.14364 0.278 -0.274 0.214 0.06
H -0.83668 -0.74619 -1.40884 -0.383 0.652 0.695 0.06
C -1.81012 -2.76121 2.46164 0.266 1.536 0.070 -0.11
O -1.09909 -3.14500 1.28347 0.711 0.129 0.767 -0.21
C 0.33487 -3.14405 1.49845 -1.180 -0.694 0.756 -0.19
C 1.00523 -3.86788 0.34917 0.935 0.729 0.375 -0.44
C 2.49885 -4.09546 0.71895 -1.318 -0.889 -0.183 -0.05
N 0.93307 -3.06568 -0.85491 -0.289 0.371 -1.194 0.04
H -1.61372 -1.68338 2.74608 0.205 -0.923 -0.359 0.08
H -1.59022 -3.34959 3.39040 -0.217 -0.046 -1.012 0.10
H -2.85383 -2.73249 2.16154 -0.170 -0.506 0.315 0.08
H 0.68598 -2.11512 1.62723 0.111 0.032 -0.134 0.12
H 0.49920 -3.70046 2.45567 0.192 0.332 -0.606 0.13
H 0.47610 -4.78661 0.20313 -0.205 -0.972 0.209 0.13
H 2.95135 -3.15668 0.95739 0.381 0.554 0.256 0.06
H 3.06570 -4.57759 -0.06656 0.001 0.101 -0.507 0.07
H 2.55184 -4.80345 1.54446 0.048 0.225 0.331 0.08
H -0.03629 -2.83464 -1.12961 0.630 -0.386 0.475 0.07
H 1.32984 -3.58783 -1.64894 -0.194 0.407 0.506 0.09
O -2.05561 3.80987 -2.17982 -0.095 -0.130 -0.122 -0.07
H -1.22297 3.44340 -1.84052 -0.257 0.475 0.311 -0.01
H -2.28385 4.57828 -1.64038 0.335 -0.324 -0.031 0.04
O 0.03682 2.52194 -0.42953 -0.304 -0.097 -0.109 -0.08
H -0.43605 1.66027 -0.45046 0.015 -0.206 -0.090 0.01
H 0.67068 2.39384 0.28204 0.165 -0.001 0.083 0.02
```
Forces are in eV/Å.



ORCA calculation (the ωB97M-V functional and the def2-TZVPD basis) on a molecular structure, C7H16AlBClIO4P.

Calculated values
* gap between HOMO and LUMO: 7.75 eV
* largest force on an atom: 0.71 eV/A
* LUMO energy: 2.653 eV
* E_tot: -1943.9932 a.u.
* total charge: -1

Geometry as XYZ:
```
32
Properties=species:S:1:pos:R:3:forces:R:3:lowdin_charge:R:1
C 3.46939 0.40334 0.60390 0.038 0.091 -0.022 -0.07
C 2.80432 0.17857 -0.74104 -0.007 0.075 0.272 -0.27
O 2.21464 1.36932 -1.26350 -0.001 -0.590 -0.388 -0.02
B 0.86489 1.34118 -1.62805 0.268 0.204 0.145 -0.57
O 0.60831 1.85260 -2.90436 -0.591 -0.079 0.142 0.07
Al -0.69624 0.52000 -0.35627 0.118 0.153 -0.493 0.38
C -2.55163 1.26253 -0.89664 -0.311 0.062 0.054 -0.27
C -2.67611 2.70944 -0.92820 0.103 -0.440 -0.163 -0.87
O -2.38156 3.50659 -1.74192 0.069 0.192 -0.150 0.01
I -3.59148 3.53217 0.95634 -0.122 0.088 0.267 0.58
C -0.80631 -1.47975 -0.60571 -0.211 -0.036 0.243 -0.29
C -0.35528 -2.30552 0.59534 0.099 -0.114 -0.098 -0.78
C -1.49492 -3.00687 1.30401 -0.132 0.096 -0.141 -0.16
Cl 0.84644 -3.61444 0.05919 0.016 -0.004 0.049 0.48
P -0.23358 1.06021 1.94740 -0.253 -0.300 0.233 0.57
O -0.30509 -0.07474 2.94892 0.085 -0.024 -0.029 -0.59
H 4.13174 -0.43179 0.84110 -0.005 -0.002 -0.025 0.07
H 4.05597 1.32388 0.58104 0.031 -0.041 -0.020 0.08
H 2.74171 0.48538 1.40759 -0.069 0.035 0.014 0.04
H 2.06483 -0.62716 -0.66277 -0.029 0.040 0.013 0.09
H 3.55106 -0.15621 -1.46652 -0.012 0.020 -0.035 0.12
H 0.95491 1.29318 -3.60471 0.409 0.230 -0.027 0.08
H -3.29024 0.80980 -0.23797 0.051 0.038 0.045 0.04
H -2.69208 0.90046 -1.92099 0.176 -0.007 0.008 0.08
H -1.84091 -1.75401 -0.85185 0.062 -0.075 -0.041 0.06
H -0.21351 -1.74680 -1.48280 0.030 0.120 0.002 0.03
H 0.22708 -1.73920 1.31791 0.003 -0.025 -0.022 0.04
H -1.88960 -3.79706 0.66170 0.004 -0.018 0.038 0.07
H -1.18996 -3.42612 2.26101 0.011 -0.004 -0.011 0.07
H -2.29764 -2.28440 1.46827 0.072 0.037 0.150 0.08
H 1.01397 1.73852 1.99747 0.018 0.149 0.006 -0.06
H -1.04309 2.15690 2.34213 0.079 0.128 -0.018 -0.10
```
Forces are in eV/Å.



ORCA calculation (the ωB97M-V functional and the def2-TZVPD basis) on 2 unconnected molecules or ions with the total composition CH7NO.

Calculated values
* gap between HOMO and LUMO: 10.92 eV
* largest force on an atom: 3.99 eV/A
* LUMO energy: 0.770 eV
* E_tot: -172.2510 a.u.
* energy above the lowest of the compared OMol25 structures with the same formula, charge and spin: 71.3 kJ/mol
* SMILES: CN.O

Geometry as XYZ:
```
10
Properties=species:S:1:pos:R:3:forces:R:3:lowdin_charge:R:1
C 1.86355 -0.49235 0.04763 -1.894 -0.585 -3.031 -0.20
N 1.00316 0.72326 -0.16972 0.025 0.670 3.937 -0.10
H 2.91772 -0.25858 -0.15364 -0.454 -0.292 0.116 0.07
H 1.67946 -1.02648 0.94873 0.250 -0.057 1.170 0.04
H 1.38633 -1.21520 -0.73022 1.648 0.891 0.900 0.10
H 0.04153 0.35721 -0.19843 0.589 0.233 -0.189 0.00
H 0.99956 1.21635 0.83602 -0.007 -0.895 -2.930 0.11
O -2.59770 -0.15992 0.10847 0.664 0.303 0.279 -0.05
H -2.68873 -0.22178 -0.83683 -0.422 -0.220 -0.657 0.03
H -1.75768 0.31915 0.16884 -0.397 -0.047 0.405 0.01
```
Forces are in eV/Å.



ORCA calculation (the ωB97M-V functional and the def2-TZVPD basis) on a molecular structure, C2H4N2O2S.

Calculated values
* gap between HOMO and LUMO: 9.71 eV
* largest force on an atom: 3.61 eV/A
* LUMO energy: 0.075 eV
* E_tot: -736.6846 a.u.
* energy above the lowest of the compared OMol25 structures with the same formula, charge and spin: 315.9 kJ/mol

Geometry as XYZ:
```
11
Properties=species:S:1:pos:R:3:forces:R:3:lowdin_charge:R:1
C 1.16963 0.32846 -0.18556 -0.664 2.110 -2.848 -0.36
C 0.17252 -0.51329 -0.73163 0.879 -0.222 1.016 -0.05
N 0.04031 -0.28219 0.47768 -0.582 -0.212 1.814 0.06
N 1.06735 1.69878 -0.64383 -0.031 -1.067 0.021 0.05
O -2.72229 -0.51523 0.84393 0.453 -0.471 0.516 -0.46
O -1.46101 -2.60451 1.03199 0.050 -0.065 0.027 -0.45
S -1.76990 -1.31661 1.58566 -1.082 0.317 -0.290 0.81
H 2.16416 0.01077 -0.05774 1.081 -0.401 0.566 0.12
H -0.35083 -1.00511 -1.44676 -1.413 -1.442 -2.134 0.10
H 0.11423 2.02610 -0.93753 1.526 -0.362 1.076 0.11
H 1.57584 2.17284 0.06379 -0.216 1.814 0.236 0.05
```
Forces are in eV/Å.



ORCA calculation (the ωB97M-V functional and the def2-TZVPD basis) on 2 unconnected molecules or ions with the total composition C5H12Br2N2O2.

Calculated values
* gap between HOMO and LUMO (alpha / beta): 5.78 / 5.78 eV
* largest force on an atom: 1.15 eV/A
* LUMO energy (alpha / beta): -3.023 / -3.024 eV
* E_tot: -5605.5052 a.u.
* energy above the lowest of the compared OMol25 structures with the same formula, charge and spin: 9.5 kJ/mol

Geometry as XYZ:
```
23
Properties=species:S:1:pos:R:3:forces:R:3:lowdin_charge:R:1
C -1.60503 0.16535 2.00854 0.076 -0.079 -0.186 -0.07
C -0.33123 1.54949 0.37749 -0.152 -0.104 -0.087 -0.04
C 2.81923 0.09018 -1.73501 0.415 0.111 -0.096 -0.30
C -0.28032 -1.04391 0.20571 -0.889 0.118 -0.722 -0.57
C -1.12183 0.25414 0.56666 0.286 -0.162 0.314 -0.63
N -2.23971 0.34988 -0.34057 -0.312 0.800 -0.300 -0.42
N 0.98331 -0.99221 0.83834 0.289 0.802 0.331 -0.32
O -0.23740 -1.29933 -1.14368 0.085 -0.208 -0.296 -0.08
O 1.59174 0.44879 -1.43256 -0.493 0.007 0.514 -0.21
Br -3.48904 -1.02950 -0.30122 -0.010 -0.282 -0.053 0.72
Br 2.18555 -2.15460 0.36230 0.318 -0.321 -0.297 1.03
H -0.74565 0.11576 2.67048 0.087 0.004 0.141 0.08
H -2.19269 1.04844 2.24811 -0.014 0.061 0.029 0.09
H -2.22574 -0.71333 2.17051 -0.022 -0.071 0.042 0.05
H 0.52040 1.54770 1.04964 0.151 0.047 0.020 0.09
H -0.97401 2.39565 0.60866 -0.092 0.003 0.077 0.09
H 0.03702 1.64734 -0.63763 -0.002 0.073 0.016 0.06
H 3.59056 0.78199 -1.35614 0.017 -0.065 -0.093 0.09
H 2.97728 -0.15668 -2.80119 0.024 -0.106 0.132 0.10
H 3.06939 -0.89542 -1.20339 0.123 -0.361 0.078 -0.02
H -0.87110 -1.86948 0.65159 0.262 0.025 0.161 0.15
H -1.90355 0.41176 -1.30034 -0.107 -0.267 0.198 0.06
H 0.44284 -0.65200 -1.50629 -0.041 -0.025 0.076 0.05
```
Forces are in eV/Å.



- Which value of largest force on an atom does entry 6 give?
  1.15 eV/A



- largest force on an atom of number 2 (C16H48N4O6)?
  3.93 eV/A



- E_tot of number 5 (C2H4N2O2S)?
  -736.6846 a.u.